2 unconnected molecules or ions with the total composition C4H8N2O. Source: the Open Molecules 2025 dataset; level of theory: wB97M-V/def2-TZVPD.

Last column: natural (NBO) charge in e.
Geometry (Å):
C (1.25, -0.30, -0.33)  -0.3507
C (0.29, 0.74, -0.22)  0.6337
C (-2.05, 0.59, 0.35)  -0.1987
C (-1.68, -0.84, 0.01)  -0.2486
H (3.72, 0.13, -0.46)  0.3293
H (2.44, 0.50, 1.19)  0.3779
H (1.41, -0.43, -1.51)  0.2564
H (0.66, -1.38, -0.23)  0.2055
H (-1.75, 1.12, 1.23)  0.2171
H (-3.23, 0.98, -0.04)  0.1889
H (-1.16, -1.41, 0.88)  0.1758
H (-1.98, -1.60, -0.61)  0.2165
N (2.53, -0.33, 0.40)  -0.7888
N (-0.98, 0.27, -0.52)  -0.4434
O (0.52, 1.97, -0.14)  -0.5707

***

A molecular structure, C4H8N2O. Source: the Open Molecules 2025 dataset; level of theory: wB97M-V/def2-TZVPD.

Last column: natural (NBO) charge in e.
Geometry (Å):
C (-1.49, -0.64, 0.86)  -0.6187
C (-0.17, 0.00, 0.48)  0.1768
O (0.36, 0.56, 1.65)  -0.6834
C (0.82, -0.80, -0.38)  -0.2422
N (1.45, 0.30, -1.12)  -0.9687
C (-0.31, 1.10, -0.57)  0.3885
N (-0.52, 2.16, -1.09)  -0.4638
H (-2.15, 0.12, 1.30)  0.2313
H (-1.31, -1.42, 1.60)  0.2356
H (-1.98, -1.07, -0.02)  0.2204
H (1.23, 0.92, 1.46)  0.4883
H (0.22, -1.48, -1.01)  0.1721
H (1.51, -1.42, 0.21)  0.1945
H (0.63, 1.68, -1.31)  0.5110
H (1.72, -0.02, -2.04)  0.3585

***

A single C4H8N2O molecule. Source: the Open Molecules 2025 dataset; level of theory: wB97M-V/def2-TZVPD.

Last column: natural (NBO) charge in e.
Geometry (Å):
C (-2.03, -0.11, 0.54)  -0.4006
N (-1.19, 0.14, -0.57)  -0.6340
C (0.07, -0.46, -0.72)  -0.2196
C (1.03, 0.22, 0.28)  0.0050
O (1.26, 1.60, 0.00)  -0.6821
C (2.39, -0.38, 0.06)  0.2328
N (3.50, -0.65, -0.08)  -0.3132
H (-1.39, -0.41, 1.30)  0.1850
H (-2.58, 0.79, 0.82)  0.2033
H (-2.72, -0.92, 0.25)  0.1767
H (-1.62, 0.12, -1.47)  0.3659
H (0.01, -1.54, -0.43)  0.1709
H (0.51, -0.23, -1.71)  0.2252
H (0.59, 0.11, 1.35)  0.2029
H (2.17, 1.73, 0.39)  0.4818

Summary:
* SMILES: CNC[C@H](O)C#N

***

A single C4H8N2O molecule. Source: the Open Molecules 2025 dataset; level of theory: wB97M-V/def2-TZVPD.

Last column: natural (NBO) charge in e.
Geometry (Å):
N (2.92, -0.02, 0.18)  -0.8008
C (1.64, -0.54, -0.33)  -0.3088
C (0.38, 0.35, -0.33)  0.6512
O (0.38, 1.50, -0.08)  -0.5858
N (-0.91, -0.13, -0.41)  -0.4898
C (-2.10, 0.77, -0.07)  -0.2594
C (-2.12, -0.77, 0.19)  -0.2220
H (2.96, 0.94, -0.28)  0.3551
H (2.94, 0.39, 1.03)  0.3563
H (1.86, -1.01, -1.33)  0.2290
H (1.31, -1.55, 0.27)  0.2027
H (-1.74, 1.19, 1.09)  0.1902
H (-2.80, 1.53, -0.64)  0.2534
H (-1.96, -1.18, 1.32)  0.2131
H (-2.77, -1.47, -0.59)  0.2155

Summary:
* SMILES: NCC(=O)N1CC1

***

For reference, strongest force on any atom by record: 6.086, 0.988, 2.679, 5.216 eV Å⁻¹.
For reference, energy relative to the best compared isomer or geometry (same formula, charge and spin) by record: 159.0, 127.7, 63.9, 126.3 kcal/mol.
For reference, highest occupied orbital energy by record: -9.66, -8.28, -8.87, -9.31 eV.